13
Properties=species:S:1:pos:R:3:forces:R:3:lowdin_charge:R:1 method="wB97M-V/def2-TZVPD" multiplicity=1 homo_ev=-2.2 e_above_lowest_kcal_mol=19.2 fmax_ha_per_bohr=0.089 gap_ev=6.12 charge=-1
O -3.418353 -0.546942 -0.271491 -0.2 1.0 0.8 -0.67
H -3.597475 0.236518 0.310355 0.2 -1.0 -0.7 -0.19
C 1.766564 0.567865 0.429024 0.3 2.4 -3.9 -0.15
C 0.399972 0.491218 -0.348192 -0.3 -0.2 2.7 -0.30
C -0.298245 -0.878473 -0.171795 1.2 -0.2 2.0 -0.13
H 1.787048 0.581806 1.491126 -0.5 -0.2 0.8 0.03
H 2.269823 1.597420 0.028075 -0.7 -2.4 1.1 0.10
H 2.278776 -0.284505 0.000844 0.9 -0.1 0.4 0.04
H 0.488761 0.898430 -1.335482 0.3 -0.4 -0.8 0.08
H -0.234753 1.221756 0.135106 -0.5 0.3 0.2 0.08
H -1.360806 -0.834890 -0.013636 -1.0 0.5 0.2 0.00
H -0.224585 -1.561334 -0.956825 0.5 -0.9 -1.9 0.03
H 0.143270 -1.488863 0.702889 -0.4 1.2 -0.9 0.09